The following is a quantum chemistry calculation of a single C21H21N3O4S molecule in a non-equilibrium geometry, from the Open Molecules 2025 dataset.

Atoms and positions in Å:
C -4.55516 -0.27814 -3.71873
C -4.19193 -0.73113 -2.31886
O -4.62545 -1.74074 -1.81456
N -3.32592 0.13101 -1.70820
C -2.76312 0.05643 -0.42999
C -3.09159 -0.93944 0.48443
C -2.47582 -0.97418 1.72064
C -1.53369 -0.01498 2.07569
C -1.23548 1.00544 1.17642
C -1.83938 1.03444 -0.06255
H -1.59369 1.82554 -0.75750
H -0.52709 1.76297 1.46755
N -0.85495 -0.06743 3.29693
S 0.83125 0.02509 3.24449
O 1.28459 -0.58092 4.46192
O 1.21621 1.37696 2.98416
C 1.18353 -0.96414 1.78636
C 1.51987 -0.25162 0.65566
C 1.62133 -0.89136 -0.57842
C 1.40738 -2.27067 -0.62995
C 1.09874 -2.97080 0.51708
C 0.95819 -2.33381 1.75047
C 0.55847 -3.11396 2.96094
H 0.88073 -2.61123 3.86802
H -0.52616 -3.22815 2.98521
H 0.99270 -4.11090 2.92699
H 0.94038 -4.03767 0.46219
H 1.48226 -2.78791 -1.57334
C 1.90084 -0.12281 -1.76787
C 1.99450 -0.43951 -3.09874
N 2.23922 0.69205 -3.81121
C 2.29163 1.64785 -2.92919
C 2.53509 3.05778 -3.20578
C 3.34819 3.87059 -2.22757
C 1.88183 4.10390 -2.33645
H 1.25357 3.75735 -1.53018
H 1.53104 5.00392 -2.81711
H 3.71816 3.36479 -1.34917
H 4.02528 4.60548 -2.63391
H 2.64853 3.25507 -4.26232
O 2.09215 1.22310 -1.67040
H 1.90371 -1.38722 -3.58661
H 1.69394 0.80787 0.74601
H -1.16129 -0.79990 3.91959
H -2.73513 -1.75480 2.42144
H -3.81650 -1.68922 0.21662
H -3.02503 0.93028 -2.24892
H -3.66191 -0.20719 -4.33599
H -5.03798 0.69635 -3.68473
H -5.23755 -0.99859 -4.15962

Atoms 1-3, force components in eV/Å:
-0.1226 -0.2163 0.0441
-0.0017 0.2805 -0.4332
-0.0999 -0.2423 0.1460

Charge: 0
Gap between HOMO and LUMO in eV: 8.4
Molecular weight in g/mol: 411.48
E in hartree: -1676.24990
Structure (SMILES): CC(=O)Nc1ccc(NS(=O)(=O)c2cc(-c3cnc(C4CC4)o3)ccc2C)cc1
LUMO level in eV: 0.1855

Löwdin population analysis, charges in e, atoms 1 to 6: -0.002 -0.515 0.068 0.115 -0.218 0.002



The following is a quantum chemistry calculation of a molecular structure, C35H70As3FeN3O2SbSi3 in a non-equilibrium geometry, from the Open Molecules 2025 dataset.

Atoms and positions in Å:
Fe -0.90831 0.72772 -0.09853
C -1.01066 1.13751 4.44930
Sb -0.42642 0.59146 2.44994
C -2.38616 1.07195 1.68967
C -3.25799 0.18420 0.96638
C -4.66447 0.16443 1.11228
C -5.42078 -0.65838 0.31658
C -4.79771 -1.47899 -0.63189
C -3.42862 -1.41801 -0.72139
N -2.67952 -0.62540 0.05316
Si -2.83805 2.87572 1.81588
C -1.31094 3.91307 1.38459
C -4.17269 3.31088 0.55743
C -3.45730 3.47248 3.48867
C 0.00254 -1.57766 2.65793
C 0.13684 -2.13875 1.26904
C 0.46943 -3.48901 1.06638
C 0.51988 -4.02168 -0.20090
C 0.26947 -3.20043 -1.29367
C 0.03023 -1.87232 -1.03886
N -0.02923 -1.34859 0.19631
Si -1.28926 -2.52242 3.72346
C -1.21653 -4.39148 3.51679
C -1.00008 -2.21973 5.55240
C -3.02117 -2.02868 3.22704
Si 1.78246 -1.63023 3.39699
C 2.96125 -1.18748 1.99515
C 2.04345 -0.40928 4.79556
C 2.26590 -3.32224 4.04977
H -1.16263 2.21368 4.43908
H -0.25880 0.89430 5.19179
H -1.95610 0.64770 4.66734
H -5.12265 0.78144 1.87324
H -6.49673 -0.68719 0.43571
H -5.36550 -2.14150 -1.26813
H -2.88923 -2.03620 -1.43248
H -0.88646 3.58531 0.42879
H -0.53096 3.83638 2.14675
H -1.56833 4.97025 1.28688
H -3.98214 2.80364 -0.38856
H -4.18443 4.39063 0.38930
H -5.16934 3.02235 0.89175
H -2.64375 3.66609 4.18817
H -4.13059 2.74874 3.95161
H -4.00790 4.40830 3.36501
H 0.66901 -4.11517 1.92019
H 0.75128 -5.06957 -0.34241
H 0.28044 -3.57712 -2.30614
H -0.13559 -1.17053 -1.85108
H -0.23418 -4.81832 3.72063
H -1.53578 -4.71550 2.52540
H -1.91164 -4.82469 4.24021
H -0.04293 -2.62821 5.87926
H -1.77968 -2.74328 6.11054
H -1.03658 -1.17418 5.84381
H -3.16070 -2.16055 2.15164
H -3.25438 -0.99022 3.46715
H -3.74553 -2.66706 3.73779
H 2.46568 -0.56464 1.24557
H 3.32458 -2.08433 1.49042
H 3.83044 -0.64343 2.37034
H 1.86329 0.62453 4.49724
H 3.08581 -0.47836 5.11466
H 1.41896 -0.63291 5.66040
H 2.34960 -4.07616 3.26655
H 1.57296 -3.69020 4.80535
H 3.24790 -3.23768 4.52172
C 0.51019 0.64723 -6.00640
As 0.34283 0.13070 -4.11849
C -0.49613 -1.60544 -4.49617
C 2.16076 -0.56392 -3.78614
C 3.20726 0.45007 -3.29336
C 3.17433 1.71185 -4.16748
C 3.02460 0.85114 -1.82298
As 1.38017 1.64703 -1.06988
C 1.14662 3.31184 -2.06636
C 2.30096 2.46910 0.45209
C 4.62995 -0.13666 -3.47258
As 5.43270 -1.72297 -2.56312
C 6.07259 -0.84620 -0.92226
C 3.94771 -2.73244 -1.75980
H 1.11784 -0.07728 -6.54966
H 0.94540 1.63708 -6.12049
H -0.49059 0.65707 -6.43811
H 0.22149 -2.28244 -4.96097
H -1.32729 -1.44414 -5.18070
H -0.89429 -2.06302 -3.59220
H 2.50815 -1.02031 -4.71767
H 2.05201 -1.36687 -3.05628
H 2.20285 2.20591 -4.12146
H 3.37978 1.46079 -5.20937
H 3.93021 2.42683 -3.83717
H 3.78851 1.59339 -1.57619
H 3.20288 -0.01131 -1.17930
H 2.11410 3.76861 -2.26844
H 0.55957 3.98548 -1.44068
H 0.61869 3.13928 -3.00201
H 3.06409 3.15393 0.08107
H 2.76918 1.70997 1.07692
H 1.58182 3.01879 1.05671
H 5.35932 0.64868 -3.24538
H 4.75402 -0.35019 -4.53731
H 6.81242 -0.09455 -1.19700
H 6.56524 -1.59021 -0.29661
H 5.27922 -0.37451 -0.34692
H 3.38573 -3.24536 -2.53879
H 3.26801 -2.14168 -1.14939
H 4.41015 -3.49186 -1.12710
N -3.48617 3.79432 -4.13430
C -2.56683 3.59357 -3.02329
C -2.49118 2.11515 -2.69577
O -2.93951 1.31235 -3.63226
O -2.03989 1.69901 -1.64855
H -4.43736 3.91435 -3.80651
H -3.27985 1.90602 -4.34554
H -3.24586 4.60522 -4.68718
H -2.80026 4.14013 -2.10755
H -1.55914 3.88145 -3.33258

Atoms 1-3, force components in eV/Å:
-0.7740 -0.6879 -0.4002
0.1871 -0.0304 -0.0619
-0.0994 -0.0808 1.1606

⟨S²⟩: 6.03
Charge: +1
Multiplicity: 5
Gap between HOMO and LUMO (spin up / spin down) in eV: 7.2 / 7.3
Molecular weight in g/mol: 1051.59
E in hartree: -10770.01861
LUMO level (spin up / spin down) in eV: -1.7911 / -2.1657

Löwdin population analysis, charges in e, atoms 1 to 6: 0.398 -0.273 1.412 -0.465 -0.466 -0.050



The following is a quantum chemistry calculation of 3 unconnected molecules or ions with the total composition C25H38IN3O5S in a non-equilibrium geometry, from the Open Molecules 2025 dataset.

Atoms and positions in Å:
C -4.59938 -1.90895 -4.05743
C -3.85869 -2.85053 -4.12849
C -3.06070 -4.07792 -4.02138
C -1.73435 -3.85774 -3.25492
C -2.05716 -3.39772 -1.82961
C -0.82228 -3.21273 -0.87388
N 0.39118 -3.49358 -1.65404
C 1.03662 -4.48435 -1.35404
O 1.65253 -5.42850 -1.07571
N -1.08763 -4.19582 0.18769
C -2.15297 -3.60545 0.97042
O -2.98518 -4.20295 1.57080
C -1.97132 -2.08495 0.85880
N -3.19086 -1.25947 0.84871
C -4.17222 -1.63905 0.24312
S -5.49589 -2.25876 -0.34435
C -0.80295 -1.79165 -0.18821
C 0.42551 -1.54939 0.71733
C 1.79422 -1.29487 0.05885
C 2.84900 -1.28630 1.18455
O 1.87164 -0.05631 -0.62518
C -1.21045 -0.62218 -1.11420
I -1.13700 1.27694 -0.04317
C -0.41700 -0.59069 -2.43936
C -0.35861 0.76933 -3.15004
H -5.22411 -1.05090 -3.98781
H -2.85966 -4.49081 -5.01194
H -3.61767 -4.85443 -3.48860
H -1.22732 -4.82325 -3.25960
H -1.14785 -3.12654 -3.80762
H -2.64561 -2.48489 -1.92024
H -2.72654 -4.15891 -1.42555
H -0.33330 -4.30907 0.86862
H -1.53713 -1.84562 1.83688
H 0.24056 -0.74333 1.42658
H 0.55596 -2.46335 1.30947
H 2.09759 -2.07402 -0.63504
H 3.85778 -1.37455 0.78437
H 2.70176 -2.10556 1.89352
H 2.76485 -0.35973 1.76081
H 2.08935 0.63463 0.00883
H -2.25863 -0.70368 -1.38289
H 0.56808 -1.03492 -2.34395
H -0.97896 -1.23689 -3.12070
H 0.42393 1.41006 -2.75402
H -1.33495 1.25266 -3.07499
H -0.21317 0.58175 -4.21660
C 6.81305 2.37096 2.75296
C 5.45676 2.45982 3.44414
C 4.50232 2.26136 2.27546
O 5.17452 1.41352 1.33972
C 6.55398 1.30182 1.70143
H 7.63244 2.11461 3.42274
H 7.05040 3.32262 2.27217
H 5.34917 1.64309 4.16178
H 5.29067 3.39846 3.97045
H 4.27654 3.21167 1.78028
H 3.56111 1.79513 2.57323
H 6.72496 0.29815 2.10613
H 7.16950 1.42447 0.80991
C -3.51114 5.65959 1.20596
C -2.82657 5.86636 2.55356
C -1.80943 4.73391 2.55950
O -1.44514 4.51079 1.19498
C -2.34784 5.21000 0.33385
H -4.00640 6.55030 0.82224
H -4.25394 4.86239 1.28320
H -2.31603 6.83212 2.56897
H -3.50624 5.82769 3.40352
H -2.24560 3.81059 2.95621
H -0.91413 4.96931 3.13641
H -1.81960 6.06739 -0.09698
H -2.65438 4.54886 -0.47767

Atoms 1-3, force components in eV/Å:
0.2302 0.1126 -0.0829
-0.3215 -0.3924 0.3290
0.3483 0.0229 0.0192

Charge: 0
Gap between HOMO and LUMO in eV: 9.3
Molecular weight in g/mol: 619.57
E in hartree: -2211.62552
Structure (SMILES): C#CCCC[C@]1(N=C=O)NC(=O)[C@H](N=C=S)[C@]1(C[C@H](C)O)[C@@H](I)CC.C1CCOC1.C1CCOC1
LUMO level in eV: 0.3970

Löwdin population analysis, charges in e, atoms 1 to 6: 0.103 -0.144 -0.202 -0.186 -0.102 -0.364



> Which value of charge does entry 3 give?

0